Entry 1:
# C3H8NO2P

A cluster of 2 separate species, C3H8NO2P in total in a non-equilibrium geometry (the ωB97M-V functional and the def2-TZVPD basis, the Open Molecules 2025 dataset).

Atoms and positions in Å:
H (1.34406, -0.35254, -1.86332)
O (-3.90981, -0.16507, 0.73989)
H (1.41081, 1.33714, -1.24717)
C (0.33647, -0.65655, 0.51285)
H (2.93167, 0.39914, -1.24835)
H (-2.10373, 0.90562, 1.93587)
C (1.90599, 0.35839, -1.13190)
H (-0.07112, -1.24258, -0.36284)
H (-0.07670, -1.07221, 1.44982)
H (2.34873, -0.90447, 0.24256)
N (-3.06686, 0.15382, -0.03916)
H (2.04274, 0.50024, 1.30840)
O (-3.10398, -0.29014, -1.18744)
C (1.67028, -0.08150, 0.34104)
P (-1.65854, 1.11071, 0.54975)

Summary:
Spin multiplicity = 1
Total charge = 0
HOMO level (alpha / beta) = -9.0 / -8.9 eV
Kohn-Sham gap (alpha / beta) = 8.0 / 8.0 eV
Lowest unoccupied orbital energy (alpha / beta) = -0.0356 / -0.0358 Eh

Here are the Mulliken charges for atoms 1 to 4, given in e: number 1, H, carries 0.274; number 2, O, carries -0.537; number 3, H, carries 0.281; number 4, C, carries -0.942

---

Entry 2:
# C3H8NO2S

A cluster of 2 separate species, C3H8NO2S in total in a non-equilibrium geometry (the ωB97M-V functional and the def2-TZVPD basis, the Open Molecules 2025 dataset).

Atoms and positions in Å:
H (-0.81471, 0.26796, -0.61746)
C (1.64782, 0.66070, -0.78164)
H (0.83242, -0.95130, -1.88283)
C (0.97208, -0.73221, -0.82914)
O (-2.16771, -1.29978, 0.91436)
N (-0.37218, -0.57801, -0.27262)
O (-1.90482, 1.76770, 2.04647)
S (1.24486, 1.66239, -2.21413)
H (-1.91464, 0.80019, 1.96639)
C (-1.04501, -1.46949, 0.44081)
H (1.26020, 1.14578, 0.11417)
H (-0.51061, -2.41046, 0.63360)
H (-1.48530, 2.03177, 1.20865)
H (2.69004, 0.52444, -0.49569)
H (1.56756, -1.41967, -0.23092)

Summary:
Spin multiplicity = 1
Total charge = -1
HOMO level = -3.0 eV
Kohn-Sham gap = 6.7 eV
Lowest unoccupied orbital energy = 0.1353 Eh

Here are the Mulliken charges for atoms 1 to 4, given in e: number 1, H, carries 0.246; number 2, C, carries -0.836; number 3, H, carries 0.267; number 4, C, carries -0.529

---

In order of appearance, energy above the lowest of the compared OMol25 structures with the same formula, charge and spin = 153.2; 31.3 kcal/mol.